60
Properties=species:S:1:pos:R:3:forces:R:3 method="wB97M-V/def2-TZVPD" orbital_gap_ha=0.3230 smiles=CC1(C)CCCC(C)(C)N1O.OCCO.OCCO.OCCO spin_multiplicity=1 total_energy_ev=-31973.6421 de_lowest_kj_mol=75.5
C -1.15383 -5.16911 4.46270 0.62 0.08 -0.79
C -0.79655 -3.82067 5.13052 1.34 -0.73 0.75
C -1.28736 -3.92766 6.59832 -1.03 1.18 -1.06
C 0.75646 -3.71427 5.21950 0.08 0.52 0.35
C 1.44978 -3.66832 3.87175 -0.61 0.50 -0.53
C 0.91109 -2.47924 3.05113 -0.72 -0.22 -0.61
C -0.63013 -2.23916 3.12065 -0.69 -1.01 -0.09
C -0.88988 -0.80799 2.68417 1.16 1.32 1.42
C -1.32888 -3.11973 2.09895 -0.42 -1.46 -0.52
N -1.13025 -2.55554 4.48622 0.22 1.16 0.34
O -2.48898 -2.15837 4.65966 0.01 -0.38 -0.46
H -1.12235 -6.00117 5.16515 -0.29 0.19 0.28
H -2.08362 -5.17204 3.89644 -0.17 0.03 0.31
H -0.35402 -5.40905 3.75896 -0.29 -0.14 -0.19
H -2.29303 -4.35028 6.58512 0.01 -0.07 0.20
H -0.63283 -4.55064 7.19777 0.09 0.02 -0.01
H -1.39646 -2.91524 6.99325 0.29 -0.13 0.35
H 0.97033 -2.73852 5.66958 -0.18 0.01 0.16
H 1.13791 -4.41481 5.96515 0.12 -0.49 -0.51
H 2.53268 -3.58803 3.95456 0.02 -0.09 0.07
H 1.21393 -4.50610 3.21349 0.31 -0.46 0.49
H 1.02219 -2.78162 2.00576 0.45 0.42 -0.08
H 1.41777 -1.52135 3.17118 0.18 -0.14 0.44
H -0.18665 -0.52608 1.89858 -0.40 -0.37 -0.52
H -0.51734 -0.13752 3.47714 -0.35 -0.08 0.18
H -1.90366 -0.48852 2.45472 -0.12 -0.48 -0.13
H -1.12771 -2.82555 1.06680 0.18 0.07 0.06
H -2.41617 -3.20127 2.18975 0.00 0.66 0.30
H -1.03903 -4.16693 2.22981 0.35 0.19 -0.33
H -2.38317 -1.25340 4.97211 -0.16 -0.09 0.13
O -0.79820 0.91568 -0.36829 -0.19 0.52 -0.24
C -0.93780 2.19994 -1.00448 -0.67 -0.08 -0.65
C 0.01503 2.29965 -2.16605 1.58 -0.77 0.93
O 1.38852 2.22423 -1.68671 -0.58 0.07 0.02
H -1.59022 0.89643 0.17840 0.23 -0.59 0.26
H -1.92790 2.24182 -1.48404 -0.06 0.26 0.39
H -0.83162 2.96514 -0.23036 0.12 0.26 -0.39
H -0.03743 3.21417 -2.75070 -0.41 -0.04 0.04
H -0.10927 1.38691 -2.75926 -0.45 0.35 -0.33
H 1.37034 1.45924 -1.09513 0.41 0.14 -0.04
O 3.07252 3.77536 -3.72938 0.88 -0.54 -1.44
C 2.82630 5.15114 -4.04460 -1.33 -0.85 3.06
C 1.60058 5.32831 -4.90914 1.84 -0.35 -1.52
O 0.40008 5.07509 -4.21276 0.28 0.36 -0.35
H 2.50544 3.38235 -3.06393 -0.38 0.33 0.33
H 2.57990 5.52505 -3.03912 0.16 0.99 -0.32
H 3.77339 5.57530 -4.35595 -0.19 0.13 -0.57
H 1.79891 4.60519 -5.71994 -0.64 -0.14 0.11
H 1.62542 6.27927 -5.45456 -0.26 0.33 0.53
H -0.26962 5.13616 -4.90601 -0.37 -0.23 0.32
O 0.48835 3.43449 -7.62093 -0.34 0.74 0.21
C 0.31069 2.17229 -6.99120 0.97 0.66 0.09
C -0.22467 2.35642 -5.58923 -0.59 -0.18 0.53
O -1.48859 3.00943 -5.52067 -0.17 -0.13 -0.14
H 1.23833 3.44065 -8.21534 0.11 -0.27 -0.03
H -0.32819 1.59491 -7.67033 0.03 -0.46 0.54
H 1.30252 1.72808 -6.83030 -0.26 -0.45 -0.33
H 0.38558 2.96136 -4.91671 0.44 -0.01 -0.69
H -0.25424 1.38297 -5.07857 -0.18 -0.14 -0.33
H -2.13441 2.49116 -6.01361 0.02 0.08 0.02


36
Properties=species:S:1:pos:R:3:forces:R:3 method="wB97M-V/def2-TZVPD" orbital_gap_ha=0.0981 spin_multiplicity=1 total_energy_ev=-36806.6072 de_lowest_kj_mol=205.1
Na -5.88840 5.96410 13.76572 0.18 -0.41 0.02
Na 0.59038 4.55691 13.85444 -0.41 -0.45 -0.10
C -3.31508 1.40215 14.41193 0.79 0.77 -0.46
O -4.49271 1.09730 14.59102 -3.36 -1.14 0.97
O -3.13690 2.02347 13.31392 1.15 1.38 -1.75
O -2.40523 1.17484 15.21759 1.63 -0.31 1.16
O -3.11072 0.60813 20.00042 -0.08 0.18 0.21
H -2.96486 0.47863 19.06330 -0.02 0.02 -0.41
H -2.61009 -0.09147 20.42015 0.09 -0.16 0.12
O -2.68321 5.33464 8.65328 0.18 0.17 -0.09
H -3.55101 5.71304 8.79458 -0.23 0.08 -0.03
H -2.61838 4.63395 9.30217 0.04 -0.28 0.15
O -0.87318 -3.80632 16.02301 0.27 -0.18 0.08
H -1.77346 -4.11459 15.91958 -0.24 -0.07 -0.05
H -0.93652 -2.85360 15.95566 -0.06 0.31 -0.05
O -2.17022 -0.29477 8.65651 0.03 0.13 -0.26
H -1.81334 -1.15958 8.85892 0.05 -0.24 0.03
H -2.32338 0.10773 9.51136 -0.11 0.12 0.30
O 2.01945 2.11993 10.54891 0.01 0.39 0.06
H 1.34647 1.44662 10.44896 -0.25 -0.19 -0.08
H 2.64734 1.74211 11.16473 0.22 -0.17 0.14
O -9.93873 0.55238 15.97930 -0.08 -0.10 0.17
H -10.53386 1.20216 15.60533 -0.18 0.14 -0.06
H -9.13837 0.63335 15.46056 0.30 -0.04 -0.11
O -6.14797 -3.74334 13.70437 0.11 -0.25 -0.02
H -7.06631 -3.74212 13.43441 -0.21 -0.03 -0.06
H -5.98526 -2.84954 14.00584 0.14 0.31 0.10
O -7.21869 3.87395 18.64445 -0.26 0.25 -0.02
H -6.39262 4.35692 18.62047 0.24 0.05 0.08
H -7.03747 3.06463 18.16655 0.05 -0.33 -0.09
O 3.63537 0.50174 14.80021 0.02 0.30 -0.17
H 2.96977 0.32119 15.46399 -0.23 -0.08 0.16
H 4.22247 -0.25335 14.83746 0.17 -0.19 -0.02
O -6.80937 2.55464 9.71627 -0.20 0.28 0.03
H -6.23907 2.19544 10.39596 0.18 -0.19 0.28
H -6.39862 2.28928 8.89340 0.08 -0.09 -0.23


86
Properties=species:S:1:pos:R:3:forces:R:3 method="wB97M-V/def2-TZVPD" total_charge=-1 orbital_gap_ha="0.2530 / 0.2324" spin_multiplicity=5 total_energy_ev=-82070.5502 de_lowest_kj_mol=0.0
Pt 1.55307 -0.03430 0.37081 0.25 0.13 0.44
O 2.15060 -3.69788 -1.74323 -0.06 0.36 0.13
C 2.42395 -2.71274 -1.06011 -0.52 0.30 -0.38
O 1.84677 -1.55200 -1.17896 0.49 -0.60 -0.41
C 3.54309 -2.83490 -0.04477 0.17 0.08 0.36
C 4.42483 -1.58286 0.03709 -0.05 0.04 0.47
C 5.75394 -1.92408 0.71810 -0.09 -0.07 0.14
C 5.31393 -2.07119 2.20660 -0.02 -0.04 -0.17
C 3.80883 -1.80406 2.10844 0.22 0.06 -0.46
O 3.76741 -0.79670 1.06903 0.15 -0.14 -0.02
C 3.07997 -2.98288 1.45322 0.24 0.14 -0.21
C 1.58151 -2.90039 1.66731 -0.55 0.29 0.11
O 0.94755 -3.91196 1.94534 0.41 0.30 0.04
O 1.03576 -1.70660 1.59426 0.80 -0.81 0.56
H 4.11928 -3.69955 -0.35419 0.11 -0.15 0.06
H 4.48711 -1.00097 -0.87404 -0.05 0.11 -0.06
H 6.18121 -2.83779 0.30727 0.05 -0.02 0.01
H 6.47511 -1.11829 0.59301 -0.01 0.03 0.02
H 5.52445 -3.05488 2.62793 0.02 0.01 -0.03
H 5.78805 -1.31636 2.83353 0.00 -0.02 -0.01
H 3.34166 -1.42543 3.00567 -0.10 0.12 0.11
H 3.39705 -3.93118 1.87195 0.07 -0.16 -0.01
N 6.01400 4.31007 1.04493 -0.42 -0.11 -0.14
C 4.99110 3.87857 0.69926 -0.20 -0.58 -0.16
N 3.78848 3.47559 0.32495 0.04 0.78 0.19
C 3.33647 2.38091 -0.11452 0.59 -0.58 -0.11
N 2.86713 1.39428 -0.56705 0.22 0.72 0.00
Te 0.66361 1.45445 2.65739 -0.07 0.27 0.28
C 0.69839 0.64069 4.59016 -0.05 0.05 -0.02
C -0.28710 0.77765 5.53495 -0.10 -0.06 0.27
C -0.00049 0.09104 6.75211 -0.15 0.15 -0.13
C 1.20022 -0.55471 6.70972 0.02 -0.08 0.12
S 1.96185 -0.33985 5.20070 0.19 -0.09 -0.09
H -1.19000 1.35321 5.35534 0.14 -0.08 0.05
H -0.65590 0.08176 7.61553 0.06 0.00 -0.10
H 1.67095 -1.14602 7.48633 -0.11 0.11 -0.12
N -0.16003 0.95904 0.18108 -0.28 -0.09 -0.39
P -1.41655 0.61610 -0.75146 -0.10 -0.13 -0.15
N -1.09668 1.00365 -2.32170 0.43 0.30 -0.27
C -2.13019 0.87658 -3.34410 0.11 0.13 0.08
C -2.23688 2.15544 -4.16798 0.11 0.10 0.04
C -0.87621 2.54646 -4.75137 -0.04 -0.05 0.06
C 0.17660 2.63275 -3.64651 -0.13 0.05 -0.01
C 0.23567 1.32793 -2.86885 -0.54 -0.24 -0.23
N -2.73594 1.48330 -0.23756 -0.08 0.25 0.38
C -4.12709 1.02276 -0.15964 0.16 0.18 -0.13
C -5.10005 2.20359 -0.35556 0.08 -0.02 -0.02
C -4.48023 3.27790 -1.24420 0.02 -0.09 0.08
C -3.24588 3.88220 -0.55834 0.01 -0.09 -0.04
C -2.53417 2.83455 0.31585 -0.23 -0.22 -0.27
N -1.94682 -0.94296 -0.78943 0.06 -0.42 0.36
C -2.40961 -1.56420 0.50014 0.20 -0.09 -0.39
C -1.53828 -2.74473 0.91216 -0.20 -0.01 -0.32
C -1.51445 -3.85135 -0.15515 -0.14 0.07 -0.01
C -1.69455 -3.26786 -1.56694 -0.07 0.05 0.16
C -1.11967 -1.86425 -1.63965 -0.34 -0.08 0.10
H -3.08348 0.63395 -2.87214 0.02 0.00 0.01
H -1.87649 0.04339 -4.01336 -0.01 -0.05 0.00
H -2.59181 2.96529 -3.51934 0.03 -0.06 -0.07
H -2.97534 2.01562 -4.96214 0.00 0.02 0.00
H -0.95657 3.49415 -5.28643 0.01 0.03 -0.04
H -0.56359 1.78914 -5.48125 -0.02 0.03 0.02
H -0.07996 3.44202 -2.95310 0.04 -0.01 -0.03
H 1.16286 2.85390 -4.06234 -0.03 -0.01 0.01
H 0.96292 1.38161 -2.08153 0.22 -0.01 0.40
H 0.54771 0.51894 -3.54551 -0.02 -0.03 0.08
H -4.33041 0.54981 0.80493 0.04 -0.07 0.09
H -4.29134 0.26682 -0.92734 0.05 -0.01 -0.02
H -5.36050 2.64089 0.61388 0.02 -0.01 -0.03
H -6.02682 1.82581 -0.79085 -0.03 0.00 0.04
H -5.20758 4.05838 -1.47377 -0.02 0.00 -0.02
H -4.19515 2.81976 -2.19448 -0.01 0.02 0.03
H -3.54534 4.72493 0.07052 0.03 0.01 0.00
H -2.55435 4.27168 -1.31072 -0.02 -0.01 0.03
H -2.91991 2.86502 1.34114 -0.02 -0.07 -0.01
H -1.47205 3.04228 0.38287 0.12 -0.05 0.01
H -3.44991 -1.88177 0.39395 -0.13 0.04 -0.15
H -2.38216 -0.81858 1.29050 0.01 0.23 0.07
H -1.91708 -3.13563 1.85866 0.03 0.00 0.03
H -0.52520 -2.39128 1.11254 -0.79 -0.07 -0.17
H -2.30164 -4.58683 0.03926 0.02 -0.02 -0.04
H -0.55971 -4.37502 -0.09006 -0.03 0.02 0.01
H -2.75503 -3.22803 -1.83792 -0.03 -0.01 -0.02
H -1.19061 -3.89081 -2.30700 0.02 0.01 0.00
H -1.13930 -1.49825 -2.66456 -0.06 0.04 -0.02
H -0.07496 -1.88475 -1.32928 -0.12 0.07 0.02


66
Properties=species:S:1:pos:R:3:forces:R:3 method="wB97M-V/def2-TZVPD" total_charge=+1 orbital_gap_ha="0.2309 / 0.2432" spin_multiplicity=2 total_energy_ev=-70450.1621 de_lowest_kj_mol=187.2
Re -0.17150 0.37520 -0.10430 1.30 -0.50 -2.99
C 0.96910 1.10800 -4.28950 0.27 0.04 -0.01
C 0.34210 0.55420 -3.05510 0.09 0.00 -0.45
N 0.90740 0.77230 -1.88390 -1.89 -0.75 2.08
N 2.12310 1.29500 -1.85370 1.92 1.06 -0.35
C 2.77880 1.28880 -0.75100 -0.77 -0.53 -0.42
S 2.11760 0.57340 0.70690 -1.95 0.12 -0.44
S 4.40080 1.91360 -0.77950 0.46 -0.02 0.13
C 4.35020 2.93920 0.73830 0.02 -0.31 -0.29
C 3.16300 3.85650 0.73290 -0.02 0.09 0.11
C 2.78330 4.50990 -0.43470 0.01 0.06 0.08
C 1.68880 5.35370 -0.44380 0.00 0.00 -0.01
C 0.96840 5.56900 0.72000 -0.07 0.00 0.11
C 1.35520 4.93760 1.89050 0.06 0.10 0.01
C 2.43930 4.07430 1.89770 0.06 0.07 -0.10
C -0.81210 -0.28560 -3.17720 -0.03 -0.66 0.93
C -1.65350 -0.23060 -4.29680 -0.11 -0.09 -0.05
C -2.68040 -1.12650 -4.46200 0.16 0.15 -0.08
C -2.84480 -2.17860 -3.55570 0.11 0.13 0.04
C -2.02160 -2.29240 -2.46570 0.31 0.18 0.38
C -1.04200 -1.31350 -2.19140 -0.90 0.36 -2.48
O -0.35870 -1.36540 -1.09960 0.32 0.85 2.72
H 1.96140 1.49250 -4.07080 -0.13 0.01 -0.12
H 0.34830 1.92570 -4.66060 -0.05 0.03 -0.02
H 1.02680 0.34470 -5.06230 -0.05 0.01 -0.02
H 5.28400 3.50270 0.69670 0.04 -0.08 0.04
H 4.37410 2.27790 1.60470 0.00 0.19 0.05
H 3.35650 4.35850 -1.33700 -0.01 -0.03 -0.11
H 1.40720 5.85010 -1.35820 -0.05 0.10 -0.11
H 0.12090 6.23790 0.72340 -0.08 0.08 -0.02
H 0.81800 5.12970 2.80700 -0.03 0.07 0.10
H 2.74460 3.59270 2.81730 0.04 -0.07 0.08
H -1.51680 0.56650 -5.00780 0.00 0.09 -0.16
H -3.35480 -1.02390 -5.29460 -0.07 0.00 -0.15
H -3.63950 -2.89350 -3.70330 -0.04 -0.10 -0.03
H -2.14010 -3.09120 -1.74990 -0.03 -0.09 0.08
C -3.45210 -0.24760 0.99910 -0.54 0.37 -0.13
O -2.11420 -0.71740 0.98030 0.86 0.34 -0.21
C -1.77000 -1.68150 1.96210 0.59 -0.14 0.58
C -1.15990 -1.03750 3.21230 -0.40 -0.01 -0.28
O -0.05930 -0.21730 2.83190 -0.06 -0.27 -0.04
C 1.09120 -0.42630 3.64250 0.08 -0.05 0.24
H -4.15400 -1.08620 0.99440 0.17 -0.02 0.02
H -3.59170 0.32270 0.08120 -0.03 -0.02 0.11
H -3.65790 0.38860 1.86490 0.10 -0.03 0.00
H -1.01640 -2.32610 1.49080 -0.20 0.03 0.09
H -2.64470 -2.27610 2.24680 0.08 0.05 -0.15
H -0.82180 -1.83210 3.88430 -0.13 0.02 -0.02
H -1.90070 -0.41620 3.73750 0.12 -0.14 -0.05
H 0.84470 -0.28030 4.69880 0.05 -0.02 -0.04
H 1.84630 0.29900 3.34330 -0.02 -0.03 0.05
H 1.49370 -1.43070 3.49710 0.02 -0.01 0.02
O -3.57160 5.21500 0.27180 -0.26 0.16 -0.39
C -3.09520 4.86690 1.44460 0.30 -0.32 0.15
O -3.42620 5.38110 2.47790 0.04 0.08 0.04
C -2.05940 3.77720 1.46720 0.08 -0.24 -0.39
C -1.29650 3.45900 2.58310 -0.11 -0.24 -0.47
N -0.48430 2.45080 2.24810 -0.16 0.18 0.39
N -0.68280 2.07030 0.98220 -0.40 -0.13 -0.13
C -1.63930 2.86470 0.48450 -0.19 0.46 0.37
C -2.12970 2.54830 -0.90630 -0.29 1.00 0.75
O -2.81660 3.35410 -1.51250 0.07 -0.12 0.00
O -1.78390 1.38940 -1.29980 1.33 -1.54 0.72
H -3.28430 4.64490 -0.48940 0.06 -0.04 0.29
H -1.32940 3.89880 3.56040 0.11 0.07 0.19
H 0.19080 1.95680 2.81880 -0.18 0.04 -0.20


20
Properties=species:S:1:pos:R:3:forces:R:3 method="wB97M-V/def2-TZVPD" orbital_gap_ha=0.4119 smiles="COP(=O)(OC)OC.O" spin_multiplicity=1 total_energy_ev=-22817.0060 de_lowest_kj_mol=131.2
C 0.46390 1.04542 -0.73152 0.13 -0.67 0.13
O -0.13924 0.52999 0.51407 -0.10 -0.88 -1.15
P -0.53906 -1.04852 0.67788 -0.60 -0.46 -0.02
O -1.04428 -1.81234 -0.56282 1.62 2.14 3.45
O 0.79206 -1.67483 1.51252 -1.84 1.80 -2.14
C 1.33536 -2.87039 0.97844 -0.42 -1.73 0.69
O -1.54404 -0.88334 1.94928 1.60 -0.17 -0.38
C -2.95382 -1.00784 2.06373 -0.71 -0.37 -1.51
H 1.51020 0.70110 -0.78905 -0.40 0.15 0.05
H 0.45558 2.14837 -0.73873 -0.22 -0.59 0.47
H -0.07504 0.68370 -1.62332 0.08 0.03 0.52
H 1.93929 -2.85607 0.05557 -0.35 0.75 0.30
H 0.46929 -3.53523 0.82184 0.67 -0.21 -0.18
H 1.95141 -3.28172 1.79569 -0.18 0.09 -0.44
H -3.23529 -2.04256 2.32207 0.24 0.39 -0.07
H -3.35394 -0.77386 1.06285 -0.35 -0.17 0.49
H -3.41578 -0.32435 2.79589 0.84 -0.10 -0.21
O 2.52389 6.00730 -4.23858 -0.20 -1.06 0.64
H 3.07353 5.62915 -3.51528 -0.61 0.38 -0.78
H 1.78597 5.36605 -4.35052 0.81 0.68 0.14